Formula: C4H4BrO2
Source: the OMol25 dataset
Level of theory: wB97M-V/def2-TZVPD

Results
Energy in a.u.: -2879.3197
Energy above the lowest of the compared OMol25 structures with the same formula, charge and spin in kcal per mole: 18.08
Frontier orbital gap in eV: 5.40
Highest occupied orbital energy in eV: -1.8

```
! RIJCOSX wB97M-V def2-TZVPD def2/J DEFGRID3
* xyz -1 1
C 1.7339 -0.6896 0.2555
C 0.3865 -0.6631 0.3862
C -1.1775 2.0829 -0.0026
C -0.5393 -0.7384 -0.6633
O -0.4472 2.4992 -0.7936
O -1.9420 1.8241 0.8157
Br -2.3423 -1.3459 -0.1597
H 2.3916 -0.3870 1.0584
H 2.2030 -0.9141 -0.6908
H -0.0107 -0.4088 1.3683
H -0.2560 -1.2593 -1.5742
*
```

***

Formula: C2H7S2
Source: the OMol25 dataset
Level of theory: wB97M-V/def2-TZVPD

Results
Energy in a.u.: -876.7974
Energy above the lowest of the compared OMol25 structures with the same formula, charge and spin in kcal per mole: 7.90
Frontier orbital gap in eV: 6.50
Highest occupied orbital energy in eV: -2.9

```
! RIJCOSX wB97M-V def2-TZVPD def2/J DEFGRID3
* xyz -1 1
S 2.1109 -1.4027 -0.7739
H 2.1688 -1.4840 0.5231
C -0.2342 0.7520 0.9334
C -1.0190 -0.0673 -0.1841
S -0.7498 0.5932 -1.8007
H -0.4738 1.8078 0.9494
H 0.7988 0.6003 0.5897
H -0.3237 0.2595 1.9098
H -0.6139 -1.0701 -0.1740
H -2.0558 0.0873 0.0967
H 0.3916 -0.0759 -2.0696
*
```

***

Formula: CHClFNO2
Source: the OMol25 dataset
Level of theory: wB97M-V/def2-TZVPD

Results
Energy in a.u.: -803.8526
Energy above the lowest of the compared OMol25 structures with the same formula, charge and spin in kcal per mole: 20.15
Frontier orbital gap in eV: 10.63
Highest occupied orbital energy in eV: -10.5

```
! RIJCOSX wB97M-V def2-TZVPD def2/J DEFGRID3
* xyz 0 1
C -0.4977 -0.5671 -0.3221
N 0.2279 0.0694 0.6891
O -0.0766 -0.4253 -1.4515
O 1.1163 1.0686 0.0524
F -0.2088 0.7192 1.8217
Cl -1.7727 -1.5300 0.0724
H 1.2116 0.6652 -0.8620
*
```